{"formula": "C52H121BN7O24Pb", "method": "ωB97M-V with the def2-TZVPD basis set", "e_homo_ha": -0.3333, "spin_multiplicity": 1, "orbital_gap_ev": 5.959, "e_lumo_ha": -0.1143, "largest_force_ev_per_a": 7.03, "charge": 1, "symbols": ["Pb", "O", "C", "O", "B", "O", "C", "O", "O", "C", "O", "C", "O", "O", "C", "C", "C", "O", "H", "H", "H", "H", "H", "H", "H", "H", "C", "C", "C", "O", "H", "H", "H", "H", "H", "H", "H", "H", "C", "O", "C", "C", "N", "C", "C", "O", "C", "H", "H", "H", "H", "H", "H", "H", "H", "H", "H", "H", "H", "H", "H", "H", "C", "O", "C", "C", "N", "C", "C", "O", "C", "H", "H", "H", "H", "H", "H", "H", "H", "H", "H", "H", "H", "H", "H", "H", "C", "O", "C", "C", "N", "C", "C", "O", "C", "H", "H", "H", "H", "H", "H", "H", "H", "H", "H", "H", "H", "H", "H", "H", "C", "O", "C", "C", "N", "C", "C", "O", "C", "H", "H", "H", "H", "H", "H", "H", "H", "H", "H", "H", "H", "H", "H", "H", "C", "O", "C", "C", "N", "C", "C", "O", "C", "H", "H", "H", "H", "H", "H", "H", "H", "H", "H", "H", "H", "H", "H", "H", "C", "O", "C", "C", "N", "C", "C", "O", "C", "H", "H", "H", "H", "H", "H", "H", "H", "H", "H", "H", "H", "H", "H", "H", "C", "O", "C", "C", "N", "C", "C", "O", "C", "H", "H", "H", "H", "H", "H", "H", "H", "H", "H", "H", "H", "H", "H", "H"], "xyz": [[-0.307, -1.808, 5.298], [1.441, 3.569, -1.525], [1.429, 2.505, -0.927], [0.443, 2.084, -0.169], [0.732, 0.708, 0.261], [2.129, 0.407, -0.222], [2.472, 1.325, -1.130], [3.525, 1.358, -1.873], [-0.305, -0.239, -0.402], [-0.880, -0.872, 0.546], [-1.806, -1.727, 0.332], [-0.451, -0.399, 1.946], [0.575, 0.456, 1.706], [-0.778, -0.741, 3.058], [1.619, -5.332, -1.114], [1.362, -3.856, -1.315], [2.155, -2.796, -0.599], [1.333, -3.463, -2.704], [0.979, -5.886, -1.801], [1.251, -5.631, -0.133], [2.682, -5.547, -1.226], [0.375, -3.581, -0.943], [2.284, -2.905, 0.478], [1.649, -1.834, -0.684], [3.104, -2.533, -1.066], [0.926, -2.596, -2.644], [-2.560, -2.489, -3.410], [-1.619, -1.362, -3.790], [-2.122, -0.025, -3.091], [-0.376, -1.546, -3.053], [-3.519, -1.997, -3.571], [-2.437, -2.857, -2.391], [-2.485, -3.449, -3.922], [-1.337, -1.365, -4.842], [-1.486, 0.859, -3.129], [-2.430, -0.121, -2.050], [-3.093, 0.283, -3.479], [-0.385, -0.925, -2.321], [-7.226, 1.279, -4.350], [-6.610, 2.569, -4.080], [-6.233, 3.072, -2.771], [-5.362, 2.162, -1.885], [-5.068, 2.861, -0.649], [-4.406, 2.039, 0.351], [-4.156, 2.826, 1.610], [-2.813, 3.031, 2.047], [-2.052, 4.018, 1.190], [-7.818, 1.251, -5.265], [-7.948, 1.033, -3.571], [-6.441, 0.527, -4.424], [-7.083, 3.321, -2.135], [-5.597, 3.954, -2.847], [-4.519, 2.062, -2.569], [-5.835, 1.186, -1.775], [-5.886, 3.251, -0.204], [-3.441, 1.643, 0.035], [-4.972, 1.171, 0.689], [-4.566, 2.161, 2.370], [-4.688, 3.776, 1.673], [-1.004, 3.982, 1.486], [-2.520, 4.975, 0.958], [-1.849, 3.490, 0.258], [0.348, 2.936, -10.468], [0.453, 4.164, -9.719], [1.708, 4.746, -9.719], [1.707, 6.132, -8.914], [1.244, 5.993, -7.562], [2.363, 5.464, -6.733], [1.724, 4.769, -5.563], [1.256, 3.467, -5.913], [0.777, 2.720, -4.850], [0.743, 3.058, -11.476], [-0.718, 2.723, -10.548], [0.910, 2.109, -10.032], [1.885, 5.005, -10.762], [2.493, 4.026, -9.485], [1.083, 6.880, -9.404], [2.697, 6.587, -8.964], [0.719, 5.131, -7.554], [2.996, 6.250, -6.321], [3.093, 4.782, -7.170], [0.936, 5.388, -5.135], [2.424, 4.704, -4.730], [1.425, 2.641, -3.977], [0.549, 1.732, -5.250], [-0.192, 3.124, -4.559], [0.382, -0.263, 8.552], [-0.423, -1.201, 7.808], [-0.888, -2.327, 8.638], [-1.665, -3.425, 7.853], [-0.885, -3.977, 6.736], [-1.616, -4.962, 5.954], [-2.777, -4.183, 5.300], [-2.534, -2.887, 4.834], [-3.474, -2.365, 3.816], [0.971, 0.460, 7.988], [1.127, -0.759, 9.174], [-0.262, 0.264, 9.257], [-1.567, -1.953, 9.404], [-0.022, -2.770, 9.131], [-2.603, -2.920, 7.623], [-1.993, -4.237, 8.502], [-0.039, -4.336, 7.155], [-1.919, -5.839, 6.525], [-0.980, -5.356, 5.161], [-3.605, -4.176, 6.009], [-3.070, -4.796, 4.449], [-4.447, -2.103, 4.231], [-3.703, -2.974, 2.942], [-3.086, -1.492, 3.292], [-0.574, -4.187, 2.405], [0.081, -3.657, 3.578], [1.525, -3.898, 3.469], [2.291, -3.608, 4.859], [2.299, -2.255, 5.485], [3.001, -1.355, 4.528], [2.767, 0.120, 5.053], [1.354, 0.144, 5.060], [0.819, 1.370, 4.626], [-0.718, -5.260, 2.531], [-0.110, -3.931, 1.452], [-1.614, -3.864, 2.359], [1.906, -3.222, 2.704], [1.841, -4.894, 3.158], [3.261, -4.103, 4.807], [1.675, -4.157, 5.571], [2.899, -2.252, 6.297], [2.611, -1.499, 3.520], [4.068, -1.562, 4.450], [3.141, 0.801, 4.289], [3.143, 0.330, 6.054], [-0.224, 1.243, 4.337], [1.337, 1.774, 3.756], [0.973, 2.174, 5.346], [5.660, -1.539, -8.461], [5.205, -0.706, -7.394], [3.985, -1.128, -6.796], [3.475, -0.226, -5.664], [4.605, 0.231, -4.814], [5.012, -0.836, -3.830], [6.128, -0.364, -2.868], [7.307, -0.346, -3.773], [8.460, -0.004, -3.035], [6.635, -1.284, -8.875], [4.868, -1.512, -9.210], [5.796, -2.534, -8.037], [4.318, -2.148, -6.605], [3.256, -1.142, -7.606], [2.660, -0.644, -5.073], [3.113, 0.750, -5.986], [4.304, 0.925, -4.145], [5.331, -1.755, -4.320], [4.174, -0.997, -3.152], [6.424, -1.148, -2.172], [5.984, 0.579, -2.340], [9.236, 0.202, -3.771], [8.874, -0.792, -2.406], [8.275, 0.946, -2.533], [-6.491, -7.619, -0.644], [-5.147, -7.174, -0.457], [-4.916, -5.753, -0.441], [-3.410, -5.385, -0.355], [-2.942, -6.052, 0.873], [-2.211, -7.338, 0.625], [-1.594, -7.939, 1.850], [-2.639, -8.086, 2.788], [-2.293, -8.646, 4.050], [-6.599, -8.698, -0.533], [-6.897, -7.428, -1.637], [-7.142, -7.294, 0.168], [-5.593, -5.321, 0.296], [-5.245, -5.365, -1.405], [-3.153, -4.328, -0.287], [-2.942, -5.922, -1.179], [-3.677, -6.328, 1.508], [-1.371, -7.102, -0.028], [-2.775, -8.143, 0.154], [-0.807, -7.403, 2.381], [-1.073, -8.834, 1.512], [-1.490, -9.379, 3.977], [-3.189, -9.006, 4.555], [-1.898, -7.881, 4.718], [3.874, 10.692, 5.368], [2.899, 9.807, 4.805], [1.587, 10.383, 4.569], [0.495, 9.294, 4.889], [0.574, 8.214, 3.798], [0.041, 6.903, 4.089], [0.293, 5.960, 2.989], [1.664, 5.653, 2.936], [1.942, 4.601, 2.011], [3.647, 11.357, 6.201], [4.262, 11.236, 4.506], [4.564, 9.994, 5.841], [1.377, 10.729, 3.557], [1.414, 11.215, 5.252], [-0.515, 9.697, 4.959], [0.673, 8.612, 5.720], [1.543, 8.049, 3.566], [-1.029, 7.108, 4.143], [0.328, 6.600, 5.096], [-0.194, 6.458, 2.150], [-0.248, 5.047, 3.237], [1.245, 3.824, 2.325], [2.958, 4.210, 1.954], [1.723, 4.738, 0.952]], "forces_ev_per_angstrom": [[-0.020, 0.213, 0.065], [0.290, -1.921, 1.509], [0.541, 1.824, -3.279], [0.013, -1.137, 1.171], [0.496, 0.197, -1.088], [-0.849, 0.099, -0.344], [4.423, 1.281, -1.909], [-5.498, -0.478, 3.717], [1.898, 1.311, 0.903], [-5.704, -4.009, -0.907], [3.390, 2.731, 1.548], [2.676, 1.166, -0.886], [-1.287, -0.800, 0.252], [-0.528, -0.032, -0.922], [-0.129, 0.612, -0.028], [-1.058, 1.288, -0.640], [1.018, 0.918, 0.282], [0.882, -1.471, 1.041], [0.391, -0.034, -0.314], [0.337, 0.041, 0.318], [-0.126, -0.357, -0.100], [-0.828, -0.820, 0.127], [0.171, -0.473, 0.196], [-0.384, -0.170, -0.149], [0.384, -0.587, 0.077], [-0.409, 0.254, -0.940], [-0.499, -0.082, -0.271], [1.172, 0.837, 3.278], [-1.599, -0.077, -1.432], [0.595, -0.054, -0.443], [-0.597, -0.861, 0.183], [-0.031, 0.938, 0.400], [0.097, 0.410, -0.899], [-0.420, 0.534, 0.027], [0.402, -0.298, -0.425], [0.602, -0.899, 0.268], [-0.016, 0.181, -0.663], [-0.049, -0.032, 0.029], [0.487, 0.709, 1.479], [0.217, 0.481, -0.086], [-0.488, -1.261, 0.490], [-0.616, 0.329, -1.510], [0.854, -0.699, -0.218], [0.456, 0.468, -0.134], [0.334, -0.219, 1.573], [0.942, 1.718, -1.321], [-0.024, -3.014, -0.372], [0.411, 0.773, -0.200], [0.124, -0.215, 0.310], [-0.103, -0.189, 0.112], [-0.678, 0.239, -0.406], [-0.477, 0.200, -0.846], [0.801, -0.427, 0.749], [-0.057, -0.286, 0.288], [-0.340, 0.032, -0.333], [0.073, 0.116, -0.533], [-0.454, -0.355, -0.484], [0.027, 0.416, 0.601], [-0.222, 0.100, -0.345], [-0.392, 0.805, 1.034], [-0.050, -0.060, 0.685], [-0.796, 0.145, -0.661], [0.089, 1.075, 0.176], [-1.248, -1.200, 0.456], [0.518, 1.882, -1.036], [-0.239, -1.047, -1.457], [1.841, -1.340, 0.853], [-0.383, 0.500, 1.159], [0.377, -0.342, 1.124], [0.974, 0.847, -0.780], [-1.170, -0.409, -0.114], [0.046, 0.250, -0.222], [0.163, -0.156, 0.182], [-0.085, -0.012, 0.413], [0.536, 0.321, -0.356], [0.164, 0.042, 0.744], [-0.323, -0.380, -0.442], [0.257, -0.274, 0.174], [-1.253, 0.151, -0.388], [-0.208, 0.467, -0.080], [-0.299, -0.290, -0.718], [-0.548, 0.053, -0.287], [0.435, -0.370, 0.047], [0.321, 0.168, -0.059], [0.252, -0.189, 0.089], [-0.195, 0.167, 0.542], [-0.136, -0.218, 1.209], [0.061, -0.832, 0.255], [0.236, -0.231, -0.155], [0.248, 1.313, 0.550], [0.188, 0.875, 0.562], [0.476, 1.234, -1.021], [-1.455, -2.193, -0.263], [-0.055, 1.030, -1.244], [-0.347, 0.191, -0.180], [-0.659, -0.252, -0.820], [-0.009, -0.515, -0.032], [-0.084, 0.214, -0.136], [0.076, 0.134, 0.076], [0.211, 0.085, 0.069], [0.027, -0.206, -1.083], [0.289, 0.069, 0.570], [0.193, -0.382, -0.086], [-0.621, 0.186, 0.176], [0.267, 0.213, 0.053], [-0.262, 0.146, -0.030], [-0.344, -0.121, -0.061], [0.197, -0.078, 0.557], [0.475, -1.140, 0.429], [0.591, 0.161, 0.841], [-1.342, -0.513, 0.237], [1.873, -0.570, -0.294], [0.753, 2.035, 1.361], [-1.899, -1.303, 0.193], [0.686, -0.216, -2.797], [0.443, 1.671, 1.350], [-0.321, -2.208, -1.633], [-0.391, 0.762, 0.106], [-0.069, 1.427, -0.402], [0.599, -0.159, -0.211], [0.337, 0.074, 0.205], [0.218, 0.610, 0.171], [-0.029, -0.023, -0.199], [-0.671, -0.288, 0.207], [0.167, 0.271, -0.121], [0.253, -0.726, 0.092], [-0.204, -0.436, 0.464], [-0.297, 0.465, 0.174], [0.173, -0.241, 0.231], [0.176, 0.236, 0.294], [0.333, -0.084, -0.083], [0.060, 0.053, 0.347], [0.056, -0.483, -0.348], [-0.398, -0.157, 0.561], [-1.143, -0.039, 1.232], [1.279, 1.996, -0.221], [0.861, -0.379, -1.316], [1.775, 1.301, 0.664], [0.620, -1.890, 1.383], [-0.094, 1.325, 0.769], [1.663, -1.333, -2.928], [-0.574, 0.443, 1.518], [0.193, 0.609, -1.385], [-0.240, 0.760, 0.271], [0.228, -0.423, -0.506], [-0.217, -0.538, -0.278], [-1.327, -0.550, 1.206], [-0.592, -0.254, 0.063], [-0.107, -0.706, -0.119], [-0.324, -0.278, -0.954], [-0.503, 0.671, -0.493], [-0.060, 0.121, 0.011], [-0.496, -0.670, -0.088], [-0.705, -0.119, 0.511], [-0.146, 0.159, -0.295], [0.091, 0.016, -0.090], [-0.422, -0.127, 0.477], [0.199, -0.077, 0.599], [0.062, -0.071, 0.414], [0.604, -0.222, 0.097], [-0.840, 0.261, -1.776], [-1.435, -2.503, 1.690], [1.828, -1.395, 0.595], [0.674, 1.461, -0.152], [-0.019, 0.286, 0.822], [-0.477, -1.028, 0.523], [0.244, 0.653, -0.278], [0.971, -0.194, -0.056], [0.027, 0.618, 0.007], [-0.178, 0.782, -0.143], [0.368, 0.328, 0.489], [-0.365, 0.209, -0.235], [-0.445, 0.028, -0.482], [0.172, 0.574, -0.286], [-0.440, 0.358, -0.183], [0.027, -0.005, -0.308], [-0.518, 0.234, -0.144], [0.285, 0.822, -0.369], [-0.408, -0.780, 0.298], [-0.306, -0.443, -0.128], [0.058, -0.360, -0.395], [0.217, 0.489, 0.080], [0.284, -1.086, -0.695], [-1.677, 0.835, 0.322], [-0.799, -1.487, 1.597], [1.235, -2.237, -1.825], [0.463, 1.452, -0.753], [-1.065, 2.299, 1.427], [-0.357, -0.569, 0.799], [1.127, 0.263, -1.353], [-1.053, -0.591, 0.058], [-1.110, 0.178, -0.215], [0.646, 0.303, 0.460], [0.599, 0.185, -0.522], [0.564, -0.092, -0.254], [0.155, 0.143, 0.055], [0.068, 0.133, -0.236], [0.362, 1.150, 1.194], [0.375, 0.523, 0.077], [-0.444, -0.660, 0.046], [0.332, -0.705, 0.214], [0.645, -0.371, -0.868], [-0.248, -0.302, -0.224], [0.176, -0.815, -0.128], [0.213, 0.487, 1.006], [-0.421, 0.993, -0.078]], "mulliken_charge": [1.761, -0.750, 0.834, -0.059, 0.343, -0.771, 0.251, -0.654, 0.477, 0.201, -0.785, 0.214, 0.175, -0.324, -1.389, 1.483, -0.538, -0.639, 0.405, 0.169, 0.368, -0.295, 0.064, -0.431, 0.549, 0.447, -1.338, 0.545, -1.533, -0.626, 0.366, 0.088, 0.420, 0.393, 0.374, 0.294, 0.641, -0.043, -0.593, -0.358, -0.690, -0.270, -0.258, 0.180, -0.917, -0.256, 0.142, 0.249, 0.311, 0.164, 0.393, 0.354, 0.043, 0.370, 0.254, -0.256, 0.501, 0.284, 0.388, -0.444, 0.490, 0.101, -0.739, -0.330, -0.501, -0.828, -0.453, -0.483, -0.743, -0.227, -0.918, 0.318, 0.257, 0.269, 0.466, 0.364, 0.354, 0.368, 0.309, 0.417, 0.288, 0.341, 0.447, 0.229, 0.272, 0.513, -0.934, -0.248, -0.767, -0.777, -0.220, -0.667, -0.627, -0.359, -0.985, 0.247, 0.370, 0.343, 0.424, 0.489, 0.359, 0.402, 0.305, 0.485, -0.074, 0.608, 0.430, 0.392, 0.215, 0.248, -0.197, 1.242, 0.200, -1.561, -0.270, -0.093, -1.090, 0.669, -0.961, -0.176, -0.204, -0.083, -0.403, 0.458, 0.621, 0.228, 0.278, -0.223, 0.558, 0.384, 0.390, 0.269, -0.053, 0.410, -0.748, -0.295, -0.739, 0.039, -0.491, -0.588, -0.747, -0.274, -0.809, 0.241, 0.295, 0.311, 0.389, 0.416, 0.039, 0.210, 0.348, 0.486, 0.320, 0.429, 0.363, 0.246, 0.274, 0.321, -0.827, -0.280, -0.847, -0.118, 0.290, -0.780, -0.588, -0.301, -0.662, 0.277, 0.309, 0.320, 0.347, 0.530, -0.233, 0.333, 0.219, 0.489, 0.318, 0.122, 0.464, 0.382, 0.280, 0.053, -0.792, -0.265, -0.543, -0.590, -0.397, -1.158, 0.072, -0.469, -0.205, 0.332, 0.296, 0.239, 0.300, 0.444, 0.310, 0.371, 0.310, 0.338, 0.512, 0.186, 0.252, -0.332, 0.400, 0.346]}